Entry 1:
This record from the OMol25 dataset describes one molecule with the formula C2H3NOS2 at a distorted geometry. The level of theory is ωB97M-V with the def2-TZVPD basis set.

```
9
C2H3NOS2, DFT ωB97M-V with the def2-TZVPD basis set
O 1.19 1.79 -0.28
C 0.02 1.25 -0.21
N -0.19 -0.13 -0.31
S -1.79 -0.59 -0.34
C 0.84 -1.13 -0.17
S 2.41 -0.72 -0.23
H -1.06 1.76 0.31
H -2.04 -0.06 1.01
H 0.61 -2.18 0.22
```

## Properties
**Calculated total energy**: -27327.8556 eV
**Net charge**: 0
**Molecular weight**: 121.19 Da
**E_HOMO**: -8.58 eV
**ΔE to the lowest compared entry with this formula, charge and spin**: 281.9 kJ/mol
**SMILES**: O=CN(S)C=S
**E_LUMO**: -0.5 eV
**Orbital gap**: 8.1 eV

=====

Entry 2:
This record from the OMol25 dataset describes a 2-piece molecular cluster, C11H15N overall at a distorted geometry. The level of theory is ωB97M-V with the def2-TZVPD basis set.

```
27
C11H15N, DFT ωB97M-V with the def2-TZVPD basis set
C 1.73 -0.42 2.49
C 1.48 0.06 1.07
C 2.36 0.27 0.03
N 1.69 0.93 -1.00
C 0.37 1.03 -0.68
C -0.73 1.55 -1.36
C -1.87 1.64 -0.55
C -2.06 1.13 0.71
C -1.04 0.35 1.30
C 0.18 0.37 0.57
H 1.42 0.40 3.13
H 2.76 -0.72 2.53
H 1.13 -1.34 2.81
H 3.44 0.13 -0.14
H 2.04 0.97 -1.94
H -0.83 2.22 -2.22
H -2.69 2.30 -0.89
H -2.87 1.29 1.40
H -1.18 -0.16 2.21
C -0.28 -2.70 -0.88
C -1.66 -2.61 -1.51
H 0.42 -2.44 -1.69
H -0.19 -1.98 -0.06
H -0.16 -3.71 -0.28
H -2.17 -3.56 -1.44
H -1.61 -2.13 -2.46
H -2.28 -1.92 -0.86
```

## Properties
**Calculated total energy**: -13139.2263 eV
**Net charge**: 0
**Molecular weight**: 161.25 Da
**E_HOMO**: -7.77 eV
**ΔE to the lowest compared entry with this formula, charge and spin**: 151.0 kJ/mol
**SMILES**: Cc1c[nH]c2ccccc12.CC
**E_LUMO**: 0.9 eV
**Orbital gap**: 8.6 eV

=====

Entry 3:
This record from the OMol25 dataset describes one molecule with the formula C18H24N2O4 at a distorted geometry. The level of theory is ωB97M-V with the def2-TZVPD basis set.

```
48
C18H24N2O4, DFT ωB97M-V with the def2-TZVPD basis set
C 0.21 -1.83 -6.42
N -0.24 -0.91 -5.40
C 0.36 -0.74 -4.18
O 1.22 -1.48 -3.83
O -0.42 0.12 -3.40
C 0.14 0.36 -2.12
C -0.85 1.18 -1.35
C -0.60 1.20 0.27
C -1.07 2.58 0.78
C 1.00 1.12 0.40
C 1.96 1.16 -0.66
C 1.51 1.06 -2.06
O 2.62 0.31 -2.75
C 1.57 0.83 1.77
C 0.79 0.17 2.67
C -0.50 -0.43 2.24
C -0.65 -1.42 3.19
C -1.66 -2.46 2.98
C 0.26 -1.32 4.23
O 0.19 -1.95 5.23
N 1.22 -0.34 3.92
C 2.13 0.26 4.80
C -1.26 -0.03 1.05
C -2.60 0.29 1.44
H -0.17 -2.89 -6.42
H 1.26 -1.73 -6.60
H -0.10 -1.31 -7.37
H -1.25 -0.62 -5.44
H 0.38 -0.59 -1.53
H -0.71 2.23 -1.60
H -1.96 0.93 -1.54
H -1.19 2.60 1.83
H -2.01 2.77 0.42
H -0.36 3.45 0.42
H 3.00 1.39 -0.68
H 1.40 2.02 -2.53
H 2.21 -0.50 -3.21
H 2.55 1.17 2.12
H -1.80 -2.48 1.93
H -1.19 -3.41 3.28
H -2.53 -2.30 3.54
H 1.80 0.96 5.50
H 2.87 0.83 4.29
H 2.65 -0.47 5.46
H -1.25 -0.91 0.41
H -3.14 0.90 0.77
H -2.61 0.82 2.43
H -3.19 -0.61 1.72
```

## Properties
**Calculated total energy**: -30222.8966 eV
**Net charge**: 0
**Molecular weight**: 332.40 Da
**E_HOMO**: -7.65 eV
**ΔE to the lowest compared entry with this formula, charge and spin**: 466.9 kJ/mol
**SMILES**: CNC(=O)O[C@@H]1C[C@]2(C)C(=C[C@H]1O)C=C1C(=C(C)C(=O)N1C)[C@H]2C
**E_LUMO**: 0.1 eV
**Orbital gap**: 7.8 eV

=====

Entry 4:
This record from the OMol25 dataset describes a 9-piece molecular cluster, C26H58B4F16N7O3 overall at a distorted geometry. The level of theory is ωB97M-V with the def2-TZVPD basis set.

```
114
C26H58B4F16N7O3, DFT ωB97M-V with the def2-TZVPD basis set
C -0.33 3.61 -1.86
C 0.16 2.14 -1.77
N -0.32 1.28 -0.53
C 0.75 0.23 -0.13
C -0.59 2.16 0.75
C 0.73 2.86 1.27
C -1.66 0.49 -0.87
C -2.88 1.37 -1.21
O -2.68 1.88 -2.48
C -3.64 2.77 -2.91
H 0.30 4.24 -1.23
H -1.34 3.81 -1.50
H -0.35 4.07 -2.85
H 1.24 2.04 -1.68
H -0.17 1.58 -2.64
H 0.75 -0.56 -0.88
H 0.52 -0.21 0.84
H 1.76 0.65 -0.14
H -1.00 1.47 1.49
H -1.34 2.94 0.64
H 1.29 2.16 1.89
H 0.48 3.71 1.91
H 1.49 3.04 0.51
H -1.83 -0.23 -0.06
H -1.33 -0.12 -1.70
H -2.98 2.20 -0.52
H -3.75 0.72 -1.14
H -3.44 3.08 -3.94
H -3.61 3.70 -2.34
H -4.68 2.46 -2.84
C 4.50 0.78 1.05
C 5.73 0.36 0.23
N 6.50 1.56 -0.13
C 6.66 2.04 -1.44
C 7.57 3.18 -1.40
N 7.87 3.41 -0.05
C 7.28 2.35 0.71
C 8.60 4.60 0.45
H 4.75 1.19 2.04
H 3.75 0.01 1.23
H 3.86 1.51 0.56
H 5.55 -0.26 -0.65
H 6.48 -0.24 0.74
H 6.41 1.56 -2.37
H 7.94 3.78 -2.23
H 7.24 2.24 1.78
H 9.40 4.26 1.11
H 7.90 5.14 1.08
H 8.96 5.20 -0.37
C -3.14 -0.99 -4.49
C -4.16 -2.06 -4.11
N -4.46 -1.97 -2.64
C -3.79 -2.54 -1.54
C -4.58 -2.27 -0.42
N -5.66 -1.57 -0.73
C -5.59 -1.35 -2.10
C -6.64 -0.97 0.18
H -3.58 -0.01 -4.30
H -2.95 -0.99 -5.56
H -2.19 -1.07 -3.95
H -3.75 -3.05 -4.31
H -5.10 -1.92 -4.64
H -2.82 -3.03 -1.55
H -4.30 -2.50 0.60
H -6.34 -0.83 -2.68
H -6.28 -0.96 1.21
H -7.55 -1.57 0.28
H -6.93 0.03 -0.13
C -2.12 -2.78 5.60
C -1.01 -1.77 5.94
O -0.42 -1.78 6.98
N -0.75 -0.74 4.77
H 0.16 -0.30 4.84
H -0.95 -1.17 3.88
C -1.88 0.38 4.90
H -1.84 -3.40 4.74
H -3.03 -2.33 5.21
H -2.41 -3.46 6.40
H -1.71 0.87 5.86
H -2.83 -0.15 4.84
H -1.74 1.00 4.02
C -0.15 -5.21 -3.22
C 0.38 -3.79 -3.01
O -0.39 -2.80 -2.90
N 1.86 -3.61 -2.78
H 2.42 -4.20 -3.38
H 2.18 -2.67 -2.97
C 2.15 -3.88 -1.25
H -1.24 -5.18 -3.27
H 0.18 -5.76 -2.34
H 0.24 -5.60 -4.15
H 2.07 -4.97 -1.15
H 1.51 -3.40 -0.52
H 3.22 -3.71 -1.12
B -4.78 2.05 2.01
F -4.70 3.16 1.18
F -4.65 0.86 1.29
F -3.64 2.00 2.86
F -5.89 2.05 2.79
B 3.38 -0.71 -2.35
F 3.05 -1.31 -1.17
F 3.46 0.70 -2.11
F 4.58 -1.16 -2.79
F 2.47 -0.96 -3.36
B 2.37 0.54 3.99
F 1.79 0.76 5.25
F 3.27 -0.49 3.96
F 1.30 0.30 3.11
F 3.00 1.67 3.65
B -1.53 -2.38 2.04
F -1.56 -2.45 0.69
F -2.17 -3.44 2.55
F -0.25 -2.23 2.55
F -2.13 -1.15 2.40
```

## Properties
**Calculated total energy**: -90677.6262 eV
**Net charge**: +1
**Molecular weight**: 864.01 Da
**E_HOMO**: -12.03 eV
**E_LUMO**: -3.3 eV
**Orbital gap**: 8.8 eV

=====

Entry 5:
This record from the OMol25 dataset describes one molecule with the formula C23H32N2O4. The level of theory is ωB97M-V with the def2-TZVPD basis set.

```
61
C23H32N2O4, DFT ωB97M-V with the def2-TZVPD basis set
C 2.97 -5.04 4.29
C 2.93 -3.57 3.90
C 3.36 -3.37 2.44
O 3.38 -2.01 2.06
C 2.21 -1.36 1.80
C 0.96 -1.94 1.75
C -0.17 -1.18 1.44
C -0.04 0.18 1.19
C -1.23 1.06 0.85
C -0.91 1.81 -0.45
O -0.45 2.93 -0.45
N -1.17 1.09 -1.56
C -0.90 1.66 -2.87
C 0.10 0.81 -3.66
C 0.43 1.50 -4.98
C -0.84 1.73 -5.79
C -1.85 2.56 -5.00
C -2.18 1.88 -3.67
C -1.67 -0.25 -1.43
C -2.75 -0.37 -0.36
O -3.75 -1.04 -0.52
N -2.48 0.35 0.75
C -3.40 0.30 1.85
C -3.71 1.50 2.68
C -2.93 0.36 3.27
C 1.22 0.77 1.25
C 2.34 0.02 1.55
O 3.61 0.52 1.62
C 3.80 1.89 1.37
H 2.30 -5.62 3.66
H 2.67 -5.17 5.32
H 3.98 -5.44 4.17
H 1.92 -3.18 4.03
H 3.60 -2.99 4.54
H 2.73 -3.96 1.76
H 4.39 -3.70 2.32
H 0.82 -2.99 1.94
H -1.13 -1.66 1.41
H -1.32 1.83 1.63
H -0.45 2.64 -2.66
H -0.33 -0.17 -3.86
H 1.01 0.67 -3.07
H 1.13 0.89 -5.55
H 0.90 2.46 -4.78
H -0.60 2.24 -6.73
H -1.29 0.77 -6.04
H -2.76 2.70 -5.58
H -1.42 3.55 -4.79
H -2.87 2.49 -3.10
H -2.66 0.92 -3.88
H -2.11 -0.57 -2.38
H -0.86 -0.95 -1.18
H -4.21 -0.38 1.60
H -3.20 2.43 2.48
H -4.74 1.64 2.99
H -3.42 -0.28 3.99
H -1.88 0.50 3.46
H 1.30 1.83 1.06
H 4.88 2.05 1.46
H 3.48 2.17 0.36
H 3.28 2.51 2.10
```

## Properties
**Calculated total energy**: -35540.5840 eV
**Net charge**: 0
**Molecular weight**: 400.52 Da
**E_HOMO**: -8.12 eV
**ΔE to the lowest compared entry with this formula, charge and spin**: 217.9 kJ/mol
**SMILES**: CCCOc1ccc([C@H]2C(=O)N(C3CCCCC3)CC(=O)N2C2CC2)cc1OC
**E_LUMO**: 0.8 eV
**Orbital gap**: 8.9 eV

=====

Entry 6:
This record from the OMol25 dataset describes one molecule with the formula H5N2PS2 at a distorted geometry. The level of theory is ωB97M-V with the def2-TZVPD basis set.

```
10
H5N2PS2, DFT ωB97M-V with the def2-TZVPD basis set
N 1.26 0.59 -0.73
P -0.25 0.17 -0.16
N -0.46 -1.39 -0.44
S -1.82 1.16 -0.80
S 0.00 0.06 2.10
H 1.35 1.09 -1.73
H 2.12 0.50 -0.22
H 0.07 -1.87 0.30
H -1.48 -1.46 -0.26
H -0.79 1.13 1.95
```

## Properties
**Calculated total energy**: -34021.8003 eV
**Net charge**: 0
**Molecular weight**: 128.16 Da
**E_HOMO**: -9.16 eV
**ΔE to the lowest compared entry with this formula, charge and spin**: 59.3 kJ/mol
**SMILES**: NP(N)(=S)S
**E_LUMO**: 0.4 eV
**Orbital gap**: 9.5 eV

=====

Entry 7:
This record from the OMol25 dataset describes CH3BeLiO as an isolated structure at a distorted geometry. The level of theory is ωB97M-V with the def2-TZVPD basis set.

```
7
CH3BeLiO, DFT ωB97M-V with the def2-TZVPD basis set
O 0.38 -0.02 -0.45
C 1.13 -0.95 -0.13
H 1.42 -1.05 0.93
H 1.32 -1.78 -0.84
Li -0.06 1.70 0.22
Be -2.53 1.30 0.27
H -1.65 0.81 -0.01
```

## Properties
**Calculated total energy**: -3729.0571 eV
**Net charge**: +1
**Molecular weight**: 46.99 Da
**E_HOMO (alpha / beta)**: -11.37 / -15.90 eV
**2S+1**: 2
**E_LUMO (alpha / beta)**: -4.6 / -4.8 eV
**Orbital gap (alpha / beta)**: 6.7 / 11.1 eV

=====

Entry 8:
This record from the OMol25 dataset describes one molecule with the formula C7H8N2O at a distorted geometry. The level of theory is ωB97M-V with the def2-TZVPD basis set.

```
18
C7H8N2O, DFT ωB97M-V with the def2-TZVPD basis set
C -2.86 -0.06 1.75
C -1.38 -0.19 1.51
O -0.47 -0.35 2.37
N -1.06 -0.11 0.20
C 0.14 -0.01 -0.42
C 1.40 -0.01 0.22
C 2.58 0.14 -0.48
C 2.50 0.06 -1.83
C 1.30 0.01 -2.46
N 0.15 -0.08 -1.79
H -3.34 1.08 1.73
H -3.51 -0.63 1.27
H -3.01 -0.29 2.89
H -1.89 0.08 -0.56
H 1.34 0.10 1.49
H 3.58 0.14 0.00
H 3.33 0.08 -2.52
H 1.21 0.04 -3.35
```

## Properties
**Calculated total energy**: -12414.2021 eV
**Net charge**: 0
**Molecular weight**: 136.15 Da
**E_HOMO**: -8.84 eV
**ΔE to the lowest compared entry with this formula, charge and spin**: 211.9 kJ/mol
**SMILES**: CC(=O)Nc1ccccn1
**E_LUMO**: 0.7 eV
**Orbital gap**: 9.6 eV

=====

Entry 9:
This record from the OMol25 dataset describes C43H34IrN8O2SSi as an isolated structure at a distorted geometry. The level of theory is ωB97M-V with the def2-TZVPD basis set.

```
90
C43H34IrN8O2SSi, DFT ωB97M-V with the def2-TZVPD basis set
Ir 0.31 -0.23 0.14
O 2.42 1.01 3.31
C 1.63 0.94 2.37
N 0.89 -0.16 2.04
C 0.70 -1.32 2.76
C 1.20 -1.58 4.04
C 0.81 -2.76 4.72
C -0.08 -3.62 4.12
C -0.49 -3.44 2.81
C -0.10 -2.33 2.08
N -0.46 -2.09 0.75
C -0.66 -3.28 -0.01
O -0.01 -4.31 0.25
C -1.74 -3.57 -1.08
C -1.53 -4.77 -1.89
C -2.40 -4.98 -2.92
C -3.55 -4.20 -3.08
C -3.75 -3.21 -2.14
N -2.83 -2.87 -1.23
C 1.35 2.08 1.37
C 1.50 3.45 1.64
C 1.21 4.35 0.60
C 0.75 3.86 -0.62
C 0.71 2.52 -0.86
N 0.89 1.67 0.16
H 1.81 -0.83 4.50
H 1.17 -2.97 5.70
H -0.45 -4.48 4.67
H -1.15 -4.18 2.39
H -0.66 -5.39 -1.71
H -2.22 -5.76 -3.64
H -4.30 -4.37 -3.83
H -4.62 -2.58 -2.13
H 1.83 3.81 2.60
H 1.36 5.39 0.75
H 0.31 4.52 -1.36
H 0.63 2.12 -1.87
S -0.34 -0.54 -2.15
C -1.77 0.42 -2.12
N -2.06 1.02 -3.26
N -3.28 1.62 -3.14
C -3.46 2.97 -3.10
C -2.38 3.90 -3.11
C -2.59 5.27 -3.01
C -3.87 5.81 -2.93
C -4.93 4.91 -2.89
C -4.73 3.54 -2.96
N -2.46 0.68 -0.95
N -1.84 0.32 0.15
C -2.61 0.72 1.26
C -2.94 -0.13 2.32
C -3.79 0.29 3.31
C -4.26 1.60 3.34
C -3.98 2.40 2.24
C -3.23 1.96 1.17
H -4.12 1.01 -3.10
H -1.38 3.46 -3.21
H -1.75 5.94 -3.11
H -4.05 6.87 -2.84
H -5.96 5.26 -2.81
H -5.63 2.88 -2.94
H -2.52 -1.10 2.36
H -4.01 -0.38 4.14
H -4.88 1.98 4.14
H -4.34 3.41 2.22
H -3.20 2.46 0.21
C 5.22 -4.49 1.39
C 3.86 -4.68 1.26
C 3.07 -3.65 0.77
C 3.65 -2.45 0.31
C 5.04 -2.32 0.41
C 5.80 -3.33 0.96
Si 2.49 -1.12 -0.47
C 3.69 0.34 -0.81
C 3.67 0.95 -2.06
C 4.54 1.99 -2.37
C 5.35 2.54 -1.39
C 5.25 2.04 -0.10
C 4.46 0.92 0.19
H 5.82 -5.30 1.79
H 3.45 -5.65 1.47
H 1.97 -3.80 0.70
H 5.55 -1.42 0.03
H 6.88 -3.21 1.05
H 2.44 -1.73 -1.83
H 2.97 0.62 -2.83
H 4.53 2.35 -3.42
H 6.01 3.37 -1.62
H 5.78 2.49 0.72
H 4.42 0.56 1.21
```

## Properties
**Calculated total energy**: -82705.1724 eV
**Net charge**: 0
**Molecular weight**: 947.17 Da
**E_HOMO (alpha / beta)**: -4.88 / -8.14 eV
**2S+1**: 6
**ΔE to the lowest compared entry with this formula, charge and spin**: 0.0 kJ/mol
**E_LUMO (alpha / beta)**: -0.1 / -2.8 eV
**Orbital gap (alpha / beta)**: 4.7 / 5.3 eV

=====

Entry 10:
This record from the OMol25 dataset describes C34H42CrNSSiTe as an isolated structure. The level of theory is ωB97M-V with the def2-TZVPD basis set.

```
81
C34H42CrNSSiTe, DFT ωB97M-V with the def2-TZVPD basis set
Cr -1.29 -0.04 -1.50
C -1.99 2.98 0.36
C -1.96 2.09 -0.86
C -3.07 1.29 -1.15
C -4.25 1.27 -0.20
C -3.13 0.55 -2.38
C -4.33 -0.30 -2.71
C -2.15 0.81 -3.37
C -2.34 0.25 -4.75
C -0.95 1.47 -3.01
C 0.17 1.59 -4.02
C -0.82 2.06 -1.71
C 0.34 2.97 -1.38
H -2.59 3.86 0.14
H -1.00 3.31 0.65
H -2.43 2.48 1.22
H -4.08 0.62 0.66
H -5.15 0.93 -0.70
H -4.45 2.27 0.18
H -5.15 0.29 -3.13
H -4.72 -0.80 -1.82
H -4.07 -1.08 -3.42
H -1.95 -0.77 -4.82
H -1.81 0.85 -5.49
H -3.39 0.26 -5.02
H 0.12 2.53 -4.57
H 0.13 0.77 -4.73
H 1.14 1.52 -3.54
H 0.73 2.80 -0.37
H 0.03 4.02 -1.43
H 1.17 2.85 -2.07
Te 0.31 0.57 1.72
C 2.38 0.84 2.03
C 3.23 -0.26 2.07
C 4.59 -0.08 2.27
C 5.11 1.20 2.43
C 4.26 2.30 2.38
C 2.90 2.12 2.18
C -0.16 0.34 3.77
C -1.11 1.17 4.37
C -1.45 0.99 5.70
C -0.84 -0.01 6.45
C 0.11 -0.83 5.86
C 0.43 -0.67 4.52
H 2.85 -1.26 1.90
H 5.25 -0.94 2.30
H 6.17 1.34 2.58
H 4.66 3.30 2.49
H 2.24 2.98 2.15
H -1.57 1.96 3.79
H -2.18 1.64 6.16
H -1.09 -0.14 7.49
H 0.59 -1.62 6.43
H 1.16 -1.34 4.06
S 0.36 -1.92 -3.88
C -0.27 -1.28 -2.50
C -2.20 -1.88 0.11
Si -0.55 -2.67 -0.33
C 0.32 -3.25 1.22
C -0.88 -4.15 -1.41
N 0.37 -1.42 -1.20
C 1.80 -1.28 -1.14
C 2.63 -2.39 -1.05
C 4.01 -2.21 -1.03
C 4.56 -0.94 -1.13
C 3.73 0.16 -1.23
C 2.35 -0.01 -1.24
H -2.95 -2.67 0.11
H -2.65 -1.14 -0.59
H -2.19 -1.42 1.10
H -0.42 -3.58 1.95
H 0.90 -2.44 1.67
H 0.99 -4.09 1.01
H -1.35 -4.94 -0.81
H 0.04 -4.55 -1.84
H -1.55 -3.90 -2.24
H 2.21 -3.39 -1.02
H 4.66 -3.08 -0.96
H 5.64 -0.82 -1.12
H 4.14 1.16 -1.30
H 1.68 0.83 -1.31
```

## Properties
**Calculated total energy**: -91856.5113 eV
**Net charge**: 0
**Molecular weight**: 704.47 Da
**E_HOMO (alpha / beta)**: -6.90 / -6.28 eV
**2S+1**: 2
**ΔE to the lowest compared entry with this formula, charge and spin**: 0.0 kJ/mol
**E_LUMO (alpha / beta)**: 0.4 / 0.4 eV
**Orbital gap (alpha / beta)**: 7.3 / 6.6 eV

=====

Entry 11:
This record from the OMol25 dataset describes C11H8BrInNO4 as an isolated structure at a distorted geometry. The level of theory is ωB97M-V with the def2-TZVPD basis set.

```
26
C11H8BrInNO4, DFT ωB97M-V with the def2-TZVPD basis set
In 0.45 -0.95 -0.50
O 2.33 -1.83 1.87
C 1.65 -1.53 1.00
C -0.82 -0.22 -1.88
O -1.55 0.25 -2.63
C -1.04 -2.07 0.27
O -1.89 -2.68 0.72
C 1.95 0.12 -1.30
O 2.79 0.76 -1.73
C 1.47 -2.92 -1.30
H 2.53 -2.69 -1.35
H 1.14 -3.71 -0.62
C 0.60 -2.46 -2.31
H -0.40 -2.88 -2.42
H 0.99 -1.86 -3.14
Br -2.83 4.28 0.05
C -1.66 2.96 0.78
C -1.22 3.09 2.08
C -0.36 2.12 2.58
C 0.01 1.06 1.76
N -0.44 1.01 0.56
C -1.24 1.87 0.01
H -1.52 3.92 2.69
H 0.01 2.19 3.60
H 0.70 0.31 2.23
H -1.64 1.86 -1.02
```

## Properties
**Calculated total energy**: -96394.3364 eV
**Net charge**: +3
**Molecular weight**: 412.91 Da
**E_HOMO**: -18.63 eV
**E_LUMO**: -13.5 eV
**Orbital gap**: 5.2 eV